{
  "formula": "C21H27As2AuNO7",
  "method": "ωB97M-V with the def2-TZVPD basis set",
  "spin_multiplicity": 1,
  "total_charge": 1,
  "lumo_ev": -4.7936,
  "relative_energy_kj_mol": 0.00,
  "e_homo_ev": -11.27,
  "elements": ["Au", "C", "C", "C", "O", "C", "O", "O", "H", "H", "H", "H", "H", "H", "H", "C", "As", "C", "C", "C", "C", "C", "C", "C", "As", "C", "C", "H", "H", "H", "H", "H", "H", "H", "H", "H", "H", "H", "H", "H", "H", "H", "H", "O", "C", "O", "C", "C", "C", "C", "C", "C", "N", "O", "O", "H", "H", "H", "H"],
  "xyz": [[0.5876, 1.0887, -0.8582], [4.0377, 3.2236, -1.9761], [3.0958, 2.7916, -0.8819], [3.7430, 2.8484, 0.4884], [2.6682, 1.3987, -1.1544], [1.8559, 3.6415, -0.8816], [1.9365, 4.8344, -0.8235], [0.6508, 3.0387, -0.8949], [4.9789, 2.6791, -1.8902], [4.2289, 4.2916, -1.8782], [3.6107, 3.0358, -2.9614], [4.6712, 2.2727, 0.4911], [3.0871, 2.4530, 1.2663], [3.9738, 3.8849, 0.7294], [3.2848, 0.7586, -0.7738], [-2.5398, -0.1908, -2.1289], [-1.8281, 1.0037, -0.8349], [-2.6624, 2.6931, -1.0224], [-2.3575, 0.2962, 0.8726], [-3.5926, -0.3377, 0.9324], [-4.0286, -0.9083, 2.1220], [-3.2241, -0.8481, 3.2481], [-1.9881, -0.2073, 3.1912], [-1.5514, 0.3780, 2.0065], [0.1553, 1.3063, 1.9524], [1.0676, 0.8439, 3.5482], [-0.3279, 3.1626, 2.2907], [-3.6222, -0.0979, -2.1059], [-2.2196, -1.1999, -1.8869], [-2.1643, 0.0918, -3.1094], [-3.6495, 2.6010, -0.5763], [-2.7373, 2.9382, -2.0791], [-2.0631, 3.4483, -0.5208], [-4.2286, -0.4077, 0.0593], [-4.9881, -1.4063, 2.1570], [-3.5540, -1.2967, 4.1762], [-1.3755, -0.1689, 4.0816], [0.5471, 1.2762, 4.4029], [2.0642, 1.2706, 3.4754], [1.1333, -0.2335, 3.6245], [-1.0284, 3.1918, 3.1253], [-0.7574, 3.5997, 1.3958], [0.5779, 3.7102, 2.5432], [1.7703, -1.6326, 0.6051], [1.0260, -1.8431, -0.3388], [0.4430, -0.9228, -1.0913], [0.6951, -3.2271, -0.7775], [1.0531, -4.2996, 0.0316], [0.7574, -5.5984, -0.3557], [0.1047, -5.8413, -1.5590], [-0.2301, -4.7544, -2.3327], [0.0425, -3.4563, -1.9835], [-0.9395, -4.9932, -3.6330], [-1.2084, -6.1387, -3.9128], [-1.2022, -4.0202, -4.3082], [1.5692, -4.1071, 0.9624], [1.0358, -6.4300, 0.2774], [-0.1400, -6.8394, -1.8917], [-0.2447, -2.6454, -2.6342]],
  "forces_ev_per_angstrom": [[-0.2495, -1.2169, -0.1379], [0.1573, -0.0203, -0.2468], [0.3271, -0.6782, 0.1084], [0.0485, -0.0264, 0.1864], [0.2615, 0.0255, -0.1370], [-1.1242, 0.2490, 0.1160], [0.0340, 0.0205, -0.0214], [0.1217, 0.8187, -0.1292], [0.0049, 0.0339, -0.0350], [0.0184, -0.0409, 0.0257], [-0.0286, 0.0199, 0.0383], [-0.0028, 0.0340, -0.0153], [-0.0764, -0.0023, -0.0506], [0.0341, -0.0114, -0.0273], [-0.0252, -0.0207, 0.1066], [0.0680, -0.0377, -0.2896], [0.7073, -0.4450, 0.4510], [0.0643, 0.3744, -0.2408], [0.1091, -0.0581, -0.0222], [-0.1591, -0.1502, 0.0801], [0.0428, 0.0622, -0.1153], [0.2183, 0.0572, 0.0317], [-0.4108, -0.1356, -0.1367], [0.2110, 0.2444, 0.5647], [0.3808, 0.1484, -1.1151], [-0.2207, 0.0721, 0.6770], [-0.2445, -0.3193, 0.3353], [-0.0804, -0.0811, -0.0763], [-0.0298, -0.0365, 0.0132], [-0.0396, -0.0235, -0.0555], [-0.0626, 0.1067, 0.0297], [-0.0240, 0.0611, -0.0223], [-0.0698, 0.0524, 0.0373], [-0.0048, -0.0067, -0.0190], [0.0036, 0.0193, 0.0111], [0.0019, -0.0012, -0.0209], [0.0291, 0.0366, 0.0072], [0.1517, -0.1464, 0.1648], [0.0738, -0.0311, 0.0675], [0.1062, -0.1807, 0.1002], [0.0008, 0.2324, -0.0427], [-0.0631, 0.0792, -0.0185], [0.0310, 0.0193, 0.0065], [-0.4319, 0.3674, -0.4938], [0.5452, 0.4260, 0.6013], [-0.2565, 0.3128, -0.1454], [-0.1825, -0.1381, -0.2146], [0.0535, -0.1034, 0.0255], [-0.0401, -0.0737, -0.0660], [0.1594, -0.0585, 0.3348], [-0.4205, -0.1833, -0.8067], [0.0652, 0.2459, 0.2357], [0.2135, -0.0098, 0.4765], [0.0005, 0.0447, -0.0537], [-0.0476, 0.0364, -0.0502], [-0.0068, 0.0321, -0.0132], [0.0048, 0.0224, 0.0010], [0.0081, 0.0156, 0.0064], [0.0442, -0.0341, -0.0211]],
  "mulliken_charge": [1.201, -1.780, 1.794, -1.481, -0.535, 0.118, -0.581, -0.559, 0.422, 0.389, 0.402, 0.532, 0.145, 0.400, 0.340, -1.326, 0.950, -1.004, 0.109, -0.733, -0.784, -0.758, -0.590, 0.173, 0.954, -1.360, -1.065, 0.537, 0.383, 0.445, 0.441, 0.438, 0.277, 0.316, 0.424, 0.418, 0.410, 0.412, 0.405, 0.392, 0.428, 0.235, 0.439, -0.660, 0.426, -0.830, 0.467, -0.667, -0.492, -0.618, -0.147, -0.204, 1.060, -0.604, -0.613, 0.483, 0.422, 0.514, 0.689]
}


{
  "formula": "C12H24FO12Tl",
  "method": "ωB97M-V with the def2-TZVPD basis set",
  "spin_multiplicity": 1,
  "total_charge": 2,
  "lumo_ev": -13.7603,
  "relative_energy_kj_mol": 0.19,
  "e_homo_ev": -16.15,
  "elements": ["Tl", "F", "C", "O", "C", "O", "O", "C", "H", "H", "H", "H", "H", "H", "C", "O", "C", "O", "O", "C", "H", "H", "H", "H", "H", "H", "C", "O", "C", "O", "O", "C", "H", "H", "H", "H", "H", "H", "C", "O", "C", "O", "O", "C", "H", "H", "H", "H", "H", "H"],
  "xyz": [[6.6803, -12.9764, 29.9730], [5.5985, -12.0328, 27.4956], [8.6889, -10.4527, 26.3320], [10.0133, -10.9372, 26.8411], [10.1305, -11.1919, 28.1339], [9.2242, -11.3369, 28.9167], [11.3953, -11.1175, 28.3658], [12.0261, -11.1593, 29.6079], [8.5051, -9.4471, 26.7103], [7.8939, -11.1207, 26.6634], [8.6027, -10.3900, 25.2472], [11.7550, -10.3255, 30.2554], [13.0932, -11.2890, 29.4273], [11.6385, -12.0517, 30.0993], [6.2432, -18.1704, 29.3895], [5.4365, -17.6306, 28.3215], [5.4388, -16.3394, 27.9979], [5.9208, -15.4827, 28.6318], [4.7953, -16.2939, 26.8521], [4.6432, -14.9896, 26.2168], [5.8573, -17.8525, 30.3581], [7.2382, -17.7595, 29.2186], [6.3174, -19.2577, 29.3698], [3.8651, -15.1738, 25.4760], [5.5455, -14.6001, 25.7454], [4.1010, -14.2506, 26.8067], [2.4316, -13.2838, 21.3151], [3.3905, -12.3593, 21.8883], [3.4358, -12.1862, 23.2151], [2.6770, -12.6338, 24.1259], [4.4744, -11.3909, 23.4420], [4.6768, -10.8305, 24.7282], [2.7508, -13.5004, 20.2956], [1.4193, -12.8797, 21.3180], [2.2999, -14.2909, 21.7107], [4.0395, -9.9613, 24.8906], [5.7196, -10.6506, 24.9898], [4.2851, -11.5728, 25.4236], [8.2467, -8.4240, 32.9785], [7.7998, -8.0895, 31.6364], [7.3617, -8.9654, 30.7907], [7.3761, -10.1570, 30.7430], [6.9638, -8.1896, 29.7315], [6.4942, -8.8223, 28.5522], [9.1081, -7.7769, 33.1442], [8.6571, -9.4332, 32.9428], [7.4989, -8.2818, 33.7587], [7.2971, -9.3912, 28.0833], [6.0657, -8.0028, 27.9752], [5.7083, -9.5466, 28.7662]],
  "forces_ev_per_angstrom": [[-0.1111, 0.4510, -0.7404], [0.2573, -0.0852, 0.2878], [0.4778, -0.8092, 0.8139], [-2.2252, 0.6430, -2.2306], [0.0204, 1.1493, -0.1616], [-0.7243, -0.5858, 0.4002], [1.1415, 0.2901, -1.1797], [-0.3927, -1.2179, 1.4435], [0.2500, 0.0696, 0.1904], [0.1031, -0.0336, 0.2755], [1.0902, -0.3061, 0.0516], [0.2331, 0.2805, -0.3114], [-0.2375, 0.3452, 0.0511], [0.3025, -0.1556, 0.3741], [0.7014, 1.1120, -0.0301], [-0.3102, -0.9614, 0.1365], [-1.1314, -4.5720, -1.1981], [1.5320, 3.5984, 1.7550], [-0.0830, 2.0872, -0.5893], [-1.3712, -0.5700, -0.6470], [-0.0352, 0.0262, -0.0404], [0.1584, -0.0871, 0.4216], [-0.5809, 0.1943, -0.5387], [0.4257, -0.2828, -0.4306], [0.0836, -0.2330, 0.4014], [0.6627, -0.0176, 0.8341], [-0.8818, -0.6017, -0.8721], [-0.4401, -0.9452, 1.6328], [-2.0932, -1.0958, 0.9236], [2.2475, 1.2238, -2.7545], [1.1907, 0.9576, 0.2913], [-0.4132, -1.0664, 0.0587], [0.1386, 0.7435, 0.0262], [0.2259, 0.4875, -0.0521], [0.7716, 0.2245, 1.1447], [-0.0976, 0.2675, -0.0767], [-0.0211, 0.1724, -0.8678], [-0.4785, -0.4771, 0.9786], [1.2093, -0.5663, -0.5403], [-0.2473, 0.2563, 1.4546], [0.3089, 1.8029, -1.6315], [-0.2232, -1.4249, 0.7828], [-0.5388, -0.5439, -0.2236], [-0.0941, 0.6589, 0.6836], [-0.3105, 0.1959, 0.0939], [-0.3578, -0.1331, 0.2854], [-0.1986, -0.0023, -0.4814], [-0.0009, 0.1030, -0.0824], [0.3177, -0.2627, -0.2574], [-0.2506, -0.3044, 0.1449]],
  "mulliken_charge": [1.038, -0.362, -0.663, -0.318, 0.745, -0.453, -0.310, -0.608, 0.433, 0.207, 0.400, 0.285, 0.247, 0.319, -0.594, -0.304, 0.691, -0.426, -0.278, -0.660, 0.279, 0.303, 0.244, 0.309, 0.331, 0.332, -0.658, -0.273, 0.863, -0.472, -0.216, -0.274, 0.290, 0.327, 0.326, 0.358, 0.052, 0.204, -0.627, -0.310, 0.671, -0.415, -0.286, 0.040, 0.268, 0.323, 0.279, -0.305, 0.364, 0.284]
}


{
  "formula": "C32H35IrN5S2Se",
  "method": "ωB97M-V with the def2-TZVPD basis set",
  "spin_multiplicity": 2,
  "total_charge": 0,
  "lumo_ev": [0.1639, -2.4420],
  "relative_energy_kj_mol": 0.00,
  "e_homo_ev": [-7.47, -7.47],
  "elements": ["Ir", "C", "N", "C", "C", "N", "C", "C", "C", "C", "C", "C", "C", "S", "C", "C", "C", "C", "C", "C", "S", "H", "H", "H", "H", "H", "H", "H", "H", "H", "H", "H", "H", "H", "H", "H", "H", "H", "H", "C", "C", "C", "C", "C", "C", "C", "C", "C", "C", "N", "C", "C", "C", "C", "C", "N", "H", "H", "H", "H", "H", "H", "H", "H", "H", "H", "H", "H", "H", "H", "H", "H", "H", "Se", "C", "N"],
  "xyz": [[-0.8754, 0.7043, 0.7124], [-1.0199, -1.8589, 2.4617], [-1.2391, -0.3829, 2.5372], [-2.6670, -0.1172, 2.8552], [-3.4813, -0.2609, 1.5820], [-3.0931, 0.7701, 0.5590], [-3.7553, 2.0372, 0.9394], [-3.5154, 0.2972, -0.7675], [-4.6746, 0.7391, -1.3860], [-5.0438, 0.2231, -2.6209], [-4.2564, -0.7421, -3.2280], [-3.0960, -1.1788, -2.6115], [-2.7070, -0.6612, -1.3793], [-1.2235, -1.2128, -0.6213], [-0.2739, 0.0921, 3.5244], [-0.5344, 0.1069, 4.8788], [0.4752, 0.4715, 5.7615], [1.7436, 0.7861, 5.2925], [2.0062, 0.7614, 3.9331], [0.9900, 0.4347, 3.0382], [1.2677, 0.5429, 1.3072], [-1.2021, -2.2856, 3.4503], [0.0113, -2.0459, 2.1691], [-1.6703, -2.3041, 1.7184], [-2.7411, 0.8825, 3.2772], [-3.0345, -0.8284, 3.6008], [-4.5475, -0.1621, 1.8011], [-3.3186, -1.2381, 1.1320], [-4.8317, 1.8807, 1.0282], [-3.5634, 2.8037, 0.1960], [-3.3749, 2.3778, 1.8961], [-5.2969, 1.4958, -0.9319], [-5.9409, 0.5853, -3.1046], [-4.5332, -1.1419, -4.1947], [-2.4581, -1.9099, -3.0925], [-1.5192, -0.1357, 5.2549], [0.2654, 0.5104, 6.8217], [2.5236, 1.0671, 5.9870], [2.9820, 1.0299, 3.5489], [0.9517, -3.2863, -2.5683], [1.6520, -3.2044, -1.2121], [2.9756, -2.4919, -1.2879], [4.1578, -3.2095, -1.3942], [5.3821, -2.5624, -1.4826], [5.4217, -1.1806, -1.4517], [4.2577, -0.4217, -1.3500], [4.3742, 1.0830, -1.2805], [4.6422, 1.7322, -2.6390], [3.0270, -1.0899, -1.2924], [1.8246, -0.3669, -1.1452], [1.4115, 0.3561, -2.1087], [0.3201, 1.2935, -2.1098], [0.0415, 2.0816, -3.2218], [-0.9930, 2.9543, -2.8703], [-1.2997, 2.6627, -1.5537], [-0.5166, 1.6648, -1.0754], [0.0028, -3.8193, -2.4858], [1.5788, -3.8062, -3.2950], [0.7397, -2.2869, -2.9509], [1.8143, -4.2117, -0.8212], [1.0014, -2.6795, -0.5080], [4.1148, -4.2931, -1.4006], [6.2983, -3.1336, -1.5581], [6.3762, -0.6668, -1.4936], [5.1991, 1.3278, -0.6060], [3.4742, 1.5115, -0.8387], [5.5451, 1.3211, -3.0937], [4.7728, 2.8105, -2.5371], [3.8172, 1.5575, -3.3309], [1.9337, 0.3244, -3.0728], [0.5657, 2.0237, -4.1636], [-1.4545, 3.7149, -3.4778], [-2.0251, 3.1443, -0.9202], [-0.6404, 3.0737, 1.6647], [-1.4743, 2.9942, 3.3012], [-2.0466, 2.9456, 4.3051]],
  "forces_ev_per_angstrom": [[-0.1371, 0.0476, -0.0617], [0.0482, -0.0060, -0.0002], [-0.0502, 0.0735, -0.0096], [0.0003, 0.0000, -0.0117], [0.0071, 0.0025, -0.0110], [0.0661, -0.0169, -0.0070], [0.0117, 0.0141, -0.0036], [0.0050, -0.0030, -0.0004], [0.0060, 0.0062, 0.0041], [0.0020, -0.0059, 0.0007], [-0.0035, 0.0089, 0.0003], [0.0072, -0.0062, 0.0012], [-0.0049, -0.0121, 0.0027], [-0.0137, 0.0754, 0.0575], [-0.0059, -0.0351, 0.0355], [-0.0028, -0.0090, -0.0258], [0.0393, 0.0093, -0.0060], [-0.0222, -0.0055, 0.0274], [-0.0181, -0.0009, -0.0256], [0.0457, 0.0098, 0.0056], [0.0658, -0.1062, -0.0148], [0.0017, -0.0015, 0.0033], [-0.0089, -0.0124, -0.0212], [-0.0183, 0.0009, 0.0107], [-0.0181, -0.0059, 0.0096], [0.0074, -0.0245, -0.0062], [-0.0073, 0.0144, 0.0072], [-0.0053, 0.0062, -0.0030], [-0.0125, 0.0026, 0.0012], [-0.0095, -0.0361, 0.0215], [-0.0370, -0.0234, -0.0197], [0.0005, 0.0041, 0.0033], [0.0002, 0.0004, -0.0005], [-0.0018, -0.0010, 0.0005], [0.0000, -0.0001, -0.0014], [0.0021, 0.0035, -0.0025], [-0.0029, 0.0014, -0.0009], [-0.0012, -0.0012, -0.0005], [0.0028, -0.0047, 0.0020], [-0.0053, 0.0134, 0.0168], [0.0046, 0.0129, 0.0136], [-0.0044, -0.0085, -0.0027], [0.0141, 0.0059, 0.0074], [-0.0062, -0.0044, 0.0013], [0.0023, 0.0011, 0.0127], [0.0155, 0.0055, 0.0055], [0.0007, 0.0018, 0.0010], [-0.0044, -0.0023, -0.0083], [0.0199, -0.0368, -0.0601], [0.0293, 0.0376, 0.0418], [0.0225, 0.0109, -0.0047], [0.0042, -0.0207, 0.0110], [-0.0132, 0.0298, -0.0284], [0.0193, -0.0106, -0.0183], [-0.0106, 0.0175, 0.0245], [-0.0703, -0.0504, 0.0169], [-0.0027, -0.0057, 0.0032], [-0.0037, -0.0024, -0.0017], [-0.0005, -0.0034, -0.0056], [0.0027, -0.0051, -0.0048], [0.0280, -0.0339, -0.0185], [-0.0013, -0.0012, -0.0013], [-0.0005, -0.0007, -0.0012], [0.0003, 0.0009, 0.0012], [0.0021, 0.0020, -0.0018], [-0.0088, -0.0022, -0.0001], [-0.0001, -0.0011, 0.0013], [0.0004, 0.0015, -0.0008], [0.0017, 0.0054, 0.0059], [-0.0022, -0.0040, -0.0010], [-0.0028, 0.0023, 0.0012], [-0.0025, -0.0004, -0.0024], [0.0423, -0.0144, -0.0260], [-0.0406, 0.0364, 0.0716], [0.0356, 0.0757, -0.0109], [-0.0033, -0.0154, 0.0008]],
  "mulliken_spin": [0.126, 0.006, -0.001, 0.000, 0.008, -0.006, -0.003, -0.001, 0.000, -0.001, 0.000, -0.003, 0.001, 0.043, 0.071, -0.031, 0.079, -0.042, 0.079, -0.031, 0.627, 0.001, 0.001, -0.002, -0.002, 0.000, 0.000, -0.002, -0.001, -0.001, 0.002, 0.000, 0.000, 0.000, 0.000, 0.002, 0.003, 0.000, 0.001, 0.002, -0.017, -0.003, 0.002, 0.001, 0.000, -0.010, -0.001, 0.000, 0.012, 0.015, 0.007, -0.005, 0.000, 0.000, -0.001, 0.012, 0.000, 0.000, -0.001, 0.000, 0.010, 0.000, 0.000, 0.000, 0.001, 0.000, 0.000, 0.000, 0.000, 0.009, 0.000, 0.000, -0.001, 0.032, -0.001, 0.010]
}